{"formula": "C30H33NO3S", "method": "the ωB97M-V functional and the def2-TZVPD basis", "elements": ["C", "C", "O", "C", "C", "S", "C", "C", "C", "C", "C", "C", "O", "O", "H", "H", "H", "H", "H", "H", "H", "H", "H", "H", "H", "C", "C", "C", "C", "C", "N", "C", "C", "C", "C", "C", "C", "C", "C", "C", "C", "C", "C", "C", "C", "C", "H", "H", "H", "H", "H", "H", "H", "H", "H", "H", "H", "H", "H", "H", "H", "H", "H", "H", "H", "H", "H", "H"], "positions_angstrom": [[2.61101, -0.93195, 5.20279], [1.96004, -0.57658, 3.88508], [0.85694, -1.48378, 3.63973], [0.13290, -1.26093, 2.50407], [-0.90491, -2.24666, 2.37426], [-2.18638, -2.03213, 1.31417], [-3.62953, -1.71410, 2.36296], [-4.03343, -0.38367, 2.54661], [-5.17104, -0.09944, 3.30712], [-5.88435, -1.14410, 3.90691], [-5.46298, -2.46904, 3.75111], [-4.32709, -2.75554, 2.98020], [-2.49354, -3.27241, 0.55722], [0.34649, -0.33545, 1.71641], [3.50381, -0.31477, 5.33788], [1.94469, -0.73764, 6.04919], [2.92157, -1.98012, 5.24779], [1.58151, 0.45082, 3.92208], [2.68707, -0.67527, 3.07036], [-0.89549, -3.09455, 3.04862], [-3.45431, 0.41240, 2.07530], [-5.48703, 0.94035, 3.41849], [-6.76925, -0.91747, 4.50223], [-6.01902, -3.28368, 4.22330], [-3.98177, -3.78122, 2.84657], [2.40382, -2.25795, -3.03369], [0.89760, -2.36359, -2.80061], [0.27352, -3.28127, -3.85724], [0.57277, -2.92400, -1.41616], [0.31884, -0.97009, -2.92905], [-0.57479, -0.66878, -3.88566], [-0.95452, 0.66823, -3.82342], [-0.24315, 1.25991, -2.77018], [-0.49777, 2.59176, -2.46340], [-1.39489, 3.31586, -3.26438], [-2.08397, 2.70067, -4.32831], [-1.86863, 1.34467, -4.61883], [0.59536, 0.20972, -2.16900], [1.41948, 0.33694, -1.05225], [1.99959, 1.56986, -0.60167], [2.45860, 2.60459, -1.46448], [2.95190, 3.80152, -0.95463], [2.96126, 4.04514, 0.43004], [3.37039, 5.37389, 0.98276], [2.58606, 3.01115, 1.29689], [2.16482, 1.79727, 0.79068], [2.87382, -1.57272, -2.32180], [2.86710, -3.24633, -2.93972], [2.59339, -1.88187, -4.04657], [-0.80976, -3.37726, -3.71568], [0.48903, -2.93334, -4.87415], [0.70633, -4.28306, -3.75754], [-0.51142, -2.99016, -1.26653], [0.98908, -3.93390, -1.31293], [0.97669, -2.31020, -0.60892], [-0.93128, -1.31118, -4.58514], [0.00182, 3.04758, -1.61249], [-1.55721, 4.37548, -3.05924], [-2.79161, 3.28493, -4.91904], [-2.37827, 0.83150, -5.43241], [1.64166, -0.55219, -0.47217], [2.41325, 2.44458, -2.54538], [3.31301, 4.58156, -1.63345], [3.46980, 5.31607, 2.07213], [4.32731, 5.70408, 0.56129], [2.62365, 6.14680, 0.75636], [2.62084, 3.17072, 2.38075], [1.87054, 1.01037, 1.47475]], "orbital_gap_ha": 0.14746}

***

{"formula": "C30H33OPPdSSe", "method": "the ωB97M-V functional and the def2-TZVPD basis", "elements": ["Pd", "C", "C", "C", "C", "C", "C", "P", "C", "C", "C", "C", "C", "C", "C", "C", "C", "C", "C", "C", "H", "H", "H", "H", "H", "H", "H", "H", "H", "H", "H", "H", "H", "H", "Se", "C", "C", "C", "C", "C", "C", "H", "H", "H", "H", "H", "C", "C", "C", "S", "O", "C", "C", "C", "H", "H", "H", "H", "H", "H", "H", "H", "H", "H", "H", "H", "H", "H"], "positions_angstrom": [[0.67443, -0.52712, 0.51879], [-4.88105, -1.35734, 1.26991], [-3.77380, -0.78155, 1.87157], [-2.70455, -0.36390, 1.09163], [-2.71410, -0.55044, -0.28858], [-3.84492, -1.10550, -0.88575], [-4.92177, -1.50352, -0.11020], [-1.19225, -0.15707, -1.25354], [-1.94403, 0.46086, -2.80262], [-1.45436, 0.09011, -4.05310], [-1.97427, 0.66670, -5.20395], [-2.95850, 1.63903, -5.11574], [-3.42521, 2.04094, -3.87178], [-2.91756, 1.45875, -2.72239], [-0.59275, -1.85060, -1.61075], [-1.12650, -2.78332, -2.49502], [-0.50211, -4.01412, -2.63176], [0.62555, -4.30913, -1.87646], [1.11501, -3.40006, -0.94418], [0.51591, -2.15481, -0.80957], [-5.72384, -1.67761, 1.86928], [-3.73290, -0.66622, 2.94752], [-1.86302, 0.13246, 1.55277], [-3.87216, -1.22447, -1.96224], [-5.79461, -1.93724, -0.58212], [-0.66400, -0.64511, -4.12331], [-1.60814, 0.35672, -6.17464], [-3.35695, 2.08778, -6.01680], [-4.18196, 2.81176, -3.79793], [-3.29003, 1.76708, -1.75110], [-2.01902, -2.55935, -3.06853], [-0.89256, -4.74614, -3.32807], [1.12682, -5.26088, -2.00961], [1.96787, -3.67743, -0.33410], [0.63333, -1.27806, 2.85248], [2.22122, -2.33125, 2.96812], [2.44788, -3.08021, 4.12288], [3.60793, -3.82521, 4.25679], [4.55209, -3.82798, 3.23955], [4.32599, -3.09182, 2.08500], [3.16714, -2.34385, 1.94307], [1.70090, -3.06760, 4.90641], [3.77838, -4.40088, 5.15778], [5.46344, -4.40200, 3.34779], [5.05729, -3.10377, 1.28627], [2.98774, -1.76966, 1.04387], [3.59375, 3.23564, 3.76303], [2.73576, 2.34624, 2.86882], [1.69813, 3.15529, 2.09693], [0.74415, 1.99109, 1.07322], [1.74689, 1.50833, 0.06443], [-0.37334, 3.19626, 0.26618], [0.25136, 4.15430, -0.74318], [0.60297, 3.49092, -2.07614], [4.28777, 2.63650, 4.35149], [2.97107, 3.81142, 4.45053], [4.17777, 3.93840, 3.16586], [2.22685, 1.58593, 3.46743], [3.36779, 1.82461, 2.14797], [2.17088, 3.87380, 1.42455], [0.99877, 3.66568, 2.76296], [-0.83939, 3.72264, 1.10338], [-1.13106, 2.57379, -0.21221], [1.14380, 4.62098, -0.31900], [-0.47436, 4.95129, -0.92142], [1.40960, 2.77228, -1.95308], [0.91068, 4.24153, -2.80557], [-0.26182, 2.96610, -2.48379]], "multiplicity": 3, "orbital_gap_ha": [0.25983, 0.21175], "s2": 2.02}

***

{"formula": "C30H34AsBaF3N3O4S2", "method": "the ωB97M-V functional and the def2-TZVPD basis", "elements": ["Ba", "C", "O", "C", "N", "C", "C", "C", "C", "C", "C", "C", "C", "C", "C", "C", "C", "N", "C", "N", "C", "C", "O", "C", "C", "C", "C", "C", "C", "H", "H", "H", "H", "H", "H", "H", "H", "H", "H", "H", "H", "H", "H", "H", "H", "H", "H", "H", "C", "As", "C", "C", "S", "H", "H", "H", "H", "H", "H", "H", "H", "H", "F", "C", "F", "F", "C", "O", "O", "C", "S", "C", "H", "H", "H", "H", "H", "H"], "positions_angstrom": [[-0.09839, -0.19319, -0.09289], [-2.32690, 0.12759, 4.51804], [-1.29242, -0.99573, 4.65096], [-0.64530, -1.02323, 3.44912], [-0.72609, 0.04316, 2.72631], [-1.74336, 0.96476, 3.36599], [-1.17795, 2.29361, 3.85291], [-1.39636, 3.46485, 3.12205], [-0.79466, 4.67776, 3.47396], [-0.08802, 4.73162, 4.65429], [0.10528, 3.57726, 5.40975], [-0.34822, 2.36703, 4.96180], [0.07514, -2.22910, 3.09554], [0.10995, -3.31224, 3.98728], [0.66503, -4.48553, 3.58651], [1.17697, -4.59445, 2.31053], [1.09088, -3.48987, 1.47536], [0.54427, -2.31233, 1.86272], [1.33115, -3.69974, 0.04136], [1.40015, -2.81260, -0.88751], [1.01195, -3.49270, -2.15831], [1.16270, -4.98561, -1.87425], [1.18785, -5.00290, -0.38320], [1.72125, -2.94236, -3.34372], [2.59310, -1.88047, -3.22563], [3.25566, -1.43274, -4.42084], [2.97313, -1.96291, -5.63274], [1.99897, -2.95452, -5.73524], [1.41696, -3.50064, -4.58791], [-2.40084, 0.58723, 5.53386], [-3.28015, -0.34389, 4.21951], [-2.50355, 1.25013, 2.59176], [-2.00345, 3.48751, 2.21707], [-0.92885, 5.57196, 2.85875], [0.33916, 5.68674, 4.96202], [0.70259, 3.56245, 6.26187], [-0.10898, 1.47466, 5.48873], [-0.35157, -3.14956, 4.96238], [0.72736, -5.32227, 4.29519], [1.61671, -5.54938, 1.92420], [-0.07170, -3.41623, -2.26646], [2.15267, -5.37357, -2.21846], [0.36451, -5.63222, -2.28051], [2.62866, -1.35914, -2.27195], [3.96675, -0.64499, -4.32262], [3.49398, -1.54185, -6.49703], [1.89255, -3.36758, -6.72848], [0.66754, -4.31151, -4.60555], [-3.05754, 2.39385, -3.20476], [-2.51130, 3.08750, -1.48903], [-3.24588, 4.93282, -1.59129], [-0.54761, 3.42883, -1.67655], [-2.84084, 1.55142, -0.06002], [-2.73453, 1.34689, -3.25514], [-2.59569, 3.03138, -3.96731], [-4.12176, 2.43601, -3.24946], [-3.24017, 5.10715, -2.65476], [-2.64158, 5.71926, -1.10605], [-4.27511, 4.95400, -1.28858], [-0.14187, 2.67516, -2.37712], [-0.17751, 3.31195, -0.60705], [-0.46771, 4.50033, -1.94511], [-3.00720, -0.50573, -4.13918], [-1.71816, -1.08673, -4.21915], [-1.85302, -2.40025, -4.37395], [-1.02329, -0.50942, -5.24050], [-1.01275, -0.77491, -2.83008], [-1.51726, -1.44403, -1.88799], [-0.10052, 0.09862, -2.90569], [1.76504, 2.45237, 1.06390], [2.79151, 1.24112, 0.18694], [3.30365, 0.07388, 1.50332], [0.76982, 2.08451, 1.44828], [1.56603, 3.25396, 0.35914], [2.24691, 2.98921, 1.92804], [4.38602, -0.07152, 1.38085], [2.74798, -0.85848, 1.35485], [3.16821, 0.42752, 2.51693]], "orbital_gap_ha": 0.28760, "charge": 1, "relative_energy_kcal_mol": 0.0}

***

no.,DFT total energy (eV)
1,-50110.89064
2,-122640.75168
3,-135675.06456